Record 1
Here is the molecule C3H7BO2S in a non-equilibrium geometry from the Open Molecules 2025 dataset. Energies are from the ωB97M-V functional and the def2-TZVPD basis.

Geometry as XYZ:
```
14
Properties=species:S:1:pos:R:3:mulliken_charge:R:1
B 2.0934 0.3148 -0.1227 0.52
C 0.6768 0.8635 0.2283 -0.72
C -0.4117 0.0477 0.1850 -0.10
C -3.0292 -0.3978 0.0707 -0.85
O 2.1647 -0.6664 -1.1679 -0.56
O 3.2137 0.6484 0.5390 -0.48
S -1.8331 0.7334 0.8842 0.03
H 0.5091 1.8384 0.7569 0.21
H -0.5553 -0.8705 -0.2016 0.50
H -2.8102 -1.4793 0.1545 0.30
H -3.0234 -0.2409 -1.0714 0.31
H -4.0057 0.0083 0.4766 0.30
H 2.9637 -1.2237 -0.9768 0.27
H 4.0472 0.4243 0.2451 0.27
```

Computed properties:
**Multiplicity**: 3
**E_tot**: -18829.3154 eV

***

Record 2
Here is a 2-piece molecular cluster, CH4ClF overall from the Open Molecules 2025 dataset. Energies are from the ωB97M-V functional and the def2-TZVPD basis.

Geometry as XYZ:
```
7
Properties=species:S:1:pos:R:3:mulliken_charge:R:1
C 0.7518 0.2732 -0.0656 -0.51
Cl 2.3901 -0.4180 -0.1015 -0.21
H 0.7614 1.2287 -0.5898 0.28
H 0.0672 -0.4174 -0.5578 0.21
H 0.4533 0.4200 0.9726 0.23
F -1.9589 -0.3846 -0.1847 -0.39
H -2.4649 -0.7020 0.5268 0.39
```

Computed properties:
**Multiplicity**: 1
**Energy above the lowest of the compared OMol25 structures with the same formula, charge and spin**: 0.0 kJ/mol
**SMILES string**: CCl.F
**E_tot**: -16341.6978 eV

***

Record 3
Here is the molecule C25H33N3O5 from the Open Molecules 2025 dataset. Energies are from the ωB97M-V functional and the def2-TZVPD basis.

Geometry as XYZ:
```
66
Properties=species:S:1:pos:R:3:mulliken_charge:R:1
C 2.7011 -1.2402 -0.2038 -0.22
C 2.8430 -2.5598 0.5492 -0.78
O 2.1199 -2.5761 1.7625 -0.48
C 0.7575 -2.7098 1.7530 0.46
C 0.0166 -3.0205 0.6195 0.22
C -1.3552 -3.2087 0.7077 -1.59
C -2.1536 -3.5892 -0.4875 -0.16
O -2.9973 -4.4645 -0.4649 -0.68
N -1.8691 -2.9401 -1.6556 -0.05
C -1.1492 -1.7572 -1.8630 -0.37
C -0.4205 -1.5960 -3.0388 -0.86
C 0.2987 -0.4449 -3.2746 -0.49
C 0.3129 0.6089 -2.3522 1.14
N 1.1178 1.7169 -2.5811 0.12
C 1.3121 2.7147 -1.5555 -0.95
C 0.2497 3.8274 -1.6294 -0.73
N 0.2830 4.4140 -2.9480 0.09
C 0.6355 5.6831 -3.2740 1.10
C 0.8793 6.6402 -2.1260 -1.35
O 0.7295 6.0351 -4.4339 -0.66
C 0.0883 3.4341 -3.9973 -0.90
C 1.1526 2.3322 -3.8931 -0.82
C -0.4436 0.4448 -1.1862 -0.30
C -1.1625 -0.7102 -0.9481 -0.55
C -2.0021 -3.1217 1.9330 -0.60
C -1.2875 -2.7758 3.0691 0.85
O -1.8085 -2.6324 4.3149 -0.49
C -3.1851 -2.8666 4.5305 -0.49
C -4.0558 -1.6772 4.1320 -1.02
C 0.1006 -2.5425 2.9838 0.99
O 0.7116 -2.2321 4.1655 -0.58
C 1.7120 -1.2292 4.1882 -0.39
C 1.2308 0.0939 3.6013 -0.73
H 3.3062 -1.2637 -1.1056 0.48
H 1.6659 -1.0618 -0.4834 -0.29
H 3.0380 -0.4189 0.4245 0.26
H 2.5600 -3.4060 -0.0874 0.38
H 3.8824 -2.7009 0.8601 0.41
H 0.5013 -3.1496 -0.3338 0.56
H -2.3011 -3.3511 -2.4743 0.27
H -0.4074 -2.3924 -3.7688 0.41
H 0.8795 -0.3778 -4.1810 0.42
H 2.2970 3.1656 -1.7259 0.45
H 1.3210 2.2457 -0.5723 0.35
H -0.7452 3.3941 -1.4667 0.16
H 0.4357 4.5749 -0.8619 0.52
H 1.7361 6.3260 -1.5338 0.33
H 0.0030 6.7106 -1.4858 0.35
H 1.0871 7.6189 -2.5494 0.34
H -0.9086 2.9896 -3.8925 0.23
H 0.1595 3.9528 -4.9541 0.50
H 2.1443 2.7725 -4.0410 0.40
H 0.9805 1.5926 -4.6711 0.34
H -0.4953 1.2277 -0.4464 0.30
H -1.7463 -0.7946 -0.0448 0.49
H -3.0617 -3.3149 1.9591 0.58
H -3.5101 -3.7782 4.0156 0.38
H -3.2639 -3.0330 5.6088 0.35
H -5.0930 -1.8836 4.3812 0.38
H -3.7330 -0.7892 4.6697 0.31
H -3.9830 -1.4796 3.0655 0.29
H 2.6156 -1.5663 3.6700 0.24
H 1.9345 -1.1121 5.2523 0.41
H 1.9907 0.8576 3.7451 0.40
H 1.0343 -0.0127 2.5363 -0.04
H 0.3133 0.4072 4.0945 0.31
```

Computed properties:
**Multiplicity**: 1
**Energy above the lowest of the compared OMol25 structures with the same formula, charge and spin**: 110.7 kJ/mol
**SMILES string**: CCOc1cc(C(=O)Nc2ccc(N3CCN(C(C)=O)CC3)cc2)cc(OCC)c1OCC
**E_tot**: -41168.4233 eV

***

Record 4
Here is a 2-piece molecular cluster, C3H12N3O overall in a non-equilibrium geometry from the Open Molecules 2025 dataset. Energies are from the ωB97M-V functional and the def2-TZVPD basis.

Geometry as XYZ:
```
19
Properties=species:S:1:pos:R:3:mulliken_charge:R:1
C 1.8009 1.8363 -0.0147 -1.08
C 0.4951 0.0766 1.1675 0.35
N 1.1747 0.5430 0.0362 -0.12
N 0.3924 0.8020 2.3670 -0.57
N -0.1317 -1.1580 1.0874 -0.41
H 0.8071 0.1509 -0.8177 0.15
H 1.1083 2.6382 -0.3066 0.30
H 2.4738 1.8219 -0.8784 0.33
H 0.6648 1.7657 2.2266 0.22
H -0.5596 0.8148 2.7613 0.22
H -0.0547 -1.6238 0.1929 0.22
H -0.8539 -1.4019 1.7355 0.15
H 2.3675 2.0385 0.8881 0.37
C -1.8178 -1.0193 -1.7951 -0.57
O -0.6757 -1.8852 -1.6627 -0.58
H -0.8789 -2.8240 -1.7435 0.29
H -1.4970 -0.0999 -1.3262 0.21
H -2.5984 -1.3924 -1.1181 0.26
H -2.2169 -1.0833 -2.7995 0.28
```

Computed properties:
**Multiplicity**: 2
**Energy above the lowest of the compared OMol25 structures with the same formula, charge and spin**: 82.8 kJ/mol
**E_tot**: -9820.5086 eV

***

Record 5
Here is C3H7O5P2 as an isolated structure in a non-equilibrium geometry from the Open Molecules 2025 dataset. Energies are from the ωB97M-V functional and the def2-TZVPD basis.

Geometry as XYZ:
```
17
Properties=species:S:1:pos:R:3:mulliken_charge:R:1
C -2.1142 0.0876 1.3162 -0.90
C 0.4780 1.2291 -1.3034 -0.62
C -1.9797 -0.4786 -0.1271 0.46
O 3.5134 0.8252 -0.4791 -0.46
O -0.0096 -2.1920 0.5031 -0.68
O 2.9042 -1.2129 0.4212 -0.45
O -2.9722 -0.3290 -0.8276 -0.58
O 0.6358 0.1410 -0.3802 0.11
P -0.3111 -1.3186 -0.6634 -0.06
P 2.6588 0.3741 0.5621 0.23
H -2.6377 -0.7212 1.9466 0.27
H -1.0821 0.0971 1.6794 0.22
H -2.6082 0.9988 1.3145 0.34
H -0.6458 1.3848 -1.3147 0.27
H 0.9027 0.8578 -2.2772 0.28
H 1.1409 2.0582 -0.9626 0.21
H 2.1266 -1.8016 0.5920 0.35
```

Computed properties:
**Net charge**: -1
**Multiplicity**: 1
**Energy above the lowest of the compared OMol25 structures with the same formula, charge and spin**: 0.0 kJ/mol
**E_tot**: -32042.3212 eV

***

Record 6
Here is C12H24Cl12F4MgN2O8S4 as an isolated structure in a non-equilibrium geometry from the Open Molecules 2025 dataset. Energies are from the ωB97M-V functional and the def2-TZVPD basis.

Geometry as XYZ:
```
67
Properties=species:S:1:pos:R:3:mulliken_charge:R:1
Mg -0.8390 -1.0189 -2.7867 1.19
N 0.2248 0.0001 -6.7085 -0.37
S 0.6423 1.4795 -6.2932 1.12
O 1.9171 2.0497 -6.7457 -0.55
O -0.0366 1.8668 -5.0669 -0.58
F -0.3434 2.2347 -7.3272 -0.30
S 1.2320 -0.5827 -5.3944 1.04
O 0.5918 -0.7555 -4.0606 0.04
O 2.6613 -0.2932 -5.3200 -0.47
F 1.1421 -2.1089 -6.0744 -0.32
N -0.1277 -0.3727 -1.2601 0.13
S -0.9671 -0.1299 0.2036 0.66
O -1.4097 1.2176 0.5613 -0.40
O -0.9896 -1.2959 1.0121 -0.51
F -2.3093 -0.5156 -0.6462 -0.50
S 1.0508 0.3288 -0.5246 0.90
O 1.7542 -0.5069 0.4812 -0.49
O 1.0119 1.7626 -0.3925 -0.50
F 2.0577 0.1840 -1.7748 -0.26
Cl 0.2868 3.6353 2.8553 -0.20
C 0.8576 4.4238 1.3351 -0.38
C 0.6968 5.9720 1.4665 -0.35
Cl 1.5347 6.5205 2.9937 -0.21
H 0.1825 4.0765 0.5530 0.18
H 1.9136 4.1551 1.3053 0.35
H -0.3787 6.1287 1.5490 0.23
H 1.1514 6.5005 0.6285 0.36
Cl 3.5285 -2.2300 -2.5753 -0.11
C 5.1555 -2.6041 -1.8206 -0.70
C 5.5206 -1.6785 -0.7088 0.11
Cl 6.7371 -2.3913 0.3618 -0.19
H 5.8825 -2.3004 -2.5738 0.31
H 5.2105 -3.6743 -1.6209 0.37
H 4.5669 -1.5464 -0.1978 -0.15
H 5.8221 -0.6970 -1.0746 0.34
Cl 4.9927 0.0503 2.0406 -0.19
C 3.9009 -0.8476 3.1109 -0.06
C 3.5660 -0.0010 4.3529 -0.44
Cl 4.9066 0.1503 5.4474 -0.19
H 4.2714 -1.8538 3.3071 0.35
H 3.0137 -1.1095 2.5343 -0.03
H 2.6890 -0.3562 4.8939 0.34
H 3.3185 1.0079 4.0229 0.23
Cl -3.3708 -3.4600 2.5598 -0.21
C -4.4223 -2.0421 2.2513 -0.22
C -4.4468 -1.1451 3.4876 -0.52
Cl -2.8748 -0.1665 3.6351 -0.15
H -5.3850 -2.5363 2.1207 0.42
H -4.0682 -1.6508 1.2976 -0.01
H -4.5044 -1.6457 4.4542 0.40
H -5.3101 -0.4831 3.4207 0.28
Cl -3.5285 -5.9069 -0.4058 -0.15
C -2.5882 -5.0784 -1.6402 -0.41
C -1.4369 -4.3729 -0.9392 -0.12
Cl -0.6405 -3.2120 -1.9862 -0.05
H -3.2168 -4.3605 -2.1672 0.29
H -2.2336 -5.8645 -2.3068 0.32
H -0.7335 -5.0830 -0.5043 0.39
H -1.8906 -3.7852 -0.1411 -0.10
Cl -5.1642 1.2845 0.7133 -0.22
C -4.1403 2.6568 1.2079 -0.20
C -4.8792 3.8527 1.9098 -0.48
Cl -3.6228 5.0269 2.4620 -0.17
H -3.5102 2.8803 0.3470 0.31
H -3.5652 2.2212 2.0249 0.12
H -5.4316 3.6249 2.8215 0.31
H -5.6261 4.3713 1.3087 0.36
```

Computed properties:
**Multiplicity**: 1
**E_tot**: -242113.1498 eV

***

- What is the E_tot in the first record?
  -18829.3154 eV